The following is a DFT calculation (ωB97M-V with the def2-TZVPD basis set) of one molecule with the formula C21H20ClN5O.

XYZ file:
```
48
Properties=species:S:1:pos:R:3:forces:R:3
C 5.141068 3.053338 -2.632797 -0.007 0.002 -0.005
C 4.105648 3.807991 -2.964335 -0.002 0.002 0.007
C 3.234938 3.544808 -4.154872 0.006 0.024 -0.017
N 1.841597 3.387770 -3.774433 -0.002 -0.049 0.018
C 1.343130 2.595110 -2.803122 0.001 0.020 0.011
C -0.028388 2.718127 -2.849845 -0.001 0.004 -0.009
C -1.001658 2.063921 -1.988454 -0.006 0.005 0.008
N -2.307519 2.206089 -2.190748 0.005 -0.010 -0.013
N -2.910164 1.476475 -1.226018 -0.005 -0.011 0.035
C -2.007815 0.885590 -0.425225 0.018 -0.001 0.011
C -0.772176 1.229850 -0.870393 -0.002 0.003 -0.008
C 0.288110 0.601325 -0.030436 -0.010 0.010 -0.016
N -0.532711 -0.079345 0.995960 -0.026 -0.129 -0.068
C 0.080821 -0.929621 1.853451 -0.024 0.160 0.069
O 1.289847 -1.094366 1.821018 0.017 -0.004 0.006
C -0.780945 -1.635753 2.889764 0.118 -0.074 0.050
C -1.125804 -3.047239 2.505860 -0.086 0.052 -0.053
C -0.055878 -3.941015 2.389381 0.006 -0.020 0.001
C -0.241957 -5.263256 2.035035 -0.011 0.009 0.001
C -1.524596 -5.737102 1.791651 0.010 0.006 0.001
C -2.601419 -4.877794 1.895679 -0.013 -0.010 -0.002
C -2.398205 -3.546505 2.240273 0.029 -0.021 -0.008
Cl -3.829555 -2.546471 2.312089 -0.017 0.011 0.008
C -0.293563 -1.418907 4.300952 0.006 -0.003 0.020
C -1.585983 -0.809479 3.855268 0.004 0.007 -0.008
C -1.989159 -0.012366 0.763095 0.012 -0.002 -0.022
C -0.256084 3.622712 -3.908540 -0.003 -0.007 0.007
N 0.877432 4.018599 -4.460805 0.004 0.009 -0.007
H 5.758270 3.284070 -1.775016 0.002 -0.001 0.000
H 5.409578 2.179883 -3.216274 0.000 0.000 0.000
H 3.841405 4.674250 -2.365621 0.002 0.001 0.000
H 3.249501 4.385776 -4.847315 0.008 0.002 0.001
H 3.580425 2.657312 -4.690059 -0.011 -0.003 0.000
H 1.990868 2.022141 -2.159735 0.000 -0.002 -0.003
H -3.912201 1.441532 -1.193337 -0.002 0.014 -0.017
H 0.902709 -0.129878 -0.561675 0.002 -0.001 0.003
H 0.965953 1.312562 0.446675 0.002 -0.004 0.006
H 0.939145 -3.559163 2.580532 -0.003 0.006 0.001
H 0.610057 -5.924775 1.953142 0.002 0.001 0.001
H -1.687474 -6.771646 1.520378 -0.005 0.000 0.000
H -3.608387 -5.223466 1.707461 0.000 0.003 0.001
H -0.338158 -2.269280 4.967350 -0.009 -0.007 -0.009
H 0.570410 -0.782144 4.427200 -0.003 0.005 -0.006
H -1.600112 0.260548 3.692046 -0.002 0.001 0.001
H -2.507710 -1.218073 4.239720 0.002 -0.012 0.001
H -2.517967 0.393901 1.626568 -0.006 0.007 -0.002
H -2.404759 -0.999183 0.549392 -0.002 0.004 0.007
H -1.200562 3.993144 -4.270885 0.002 0.002 -0.004
```
Positions in Å, forces in eV/Å.

Values from the calculation:
energy above the lowest of the compared OMol25 structures with the same formula, charge and spin = 1.887 eV
SMILES = C=CCn1cc(-c2n[nH]c3c2CN(C(=O)C2(c4ccccc4Cl)CC2)C3)cn1
LUMO = 0.514 eV

Results of the natural (NBO) charge analysis, in e, for atoms 1 through 2: -0.38, -0.19